1.
The following is a quantum chemistry calculation of a structure of composition C51H87IN3O32S2, from OMol25.

The calculation puts the HOMO energy at -10.31 eV. The value obtained for the lowest unoccupied orbital energy is -5.24 eV. The largest force on an atom is 1.796 eV/A. The charge is +1.

Each line ends with the Löwdin charge.
Cartesian coordinates (Å):
N (-9.7250, 0.4334, 1.8712)  0.1095
C (-9.7454, 0.0342, 0.4872)  -0.4695
O (-10.7681, -0.2393, -0.0980)  0.1162
C (-8.3553, 0.0393, -0.1872)  -0.0684
C (-8.1812, -1.1885, -1.0936)  -0.2160
N (-7.2847, -2.2421, -0.4764)  -0.5330
I (-7.3453, -3.8571, -1.8504)  1.2404
C (-7.9116, -2.7342, 0.7908)  -0.1932
C (-7.2479, -3.9762, 1.4207)  -0.2547
O (-6.9193, -3.6238, 2.7710)  -0.0623
C (-5.8860, -1.7595, -0.2887)  -0.2022
C (-5.0540, -1.5475, -1.5866)  -0.2796
C (-4.0149, -0.4087, -1.3282)  -0.4488
S (-2.3492, -1.1098, -1.5836)  0.8752
C (-1.2558, -0.1966, -0.4422)  -0.9872
S (-1.2974, -0.5928, 1.1160)  0.8315
N (-0.4190, 0.7882, -1.0656)  -0.0768
C (-0.4615, 2.0702, -0.4122)  -0.2193
C (-1.5461, 2.5402, 0.3098)  -0.0424
C (-1.5557, 3.7717, 0.9214)  -0.0936
C (-0.4760, 4.6188, 0.8062)  -0.0904
C (0.5918, 4.1709, 0.0513)  -0.0830
C (0.6227, 2.9289, -0.5320)  -0.0181
C (0.9283, 0.2551, -1.2187)  -0.2778
C (1.7292, -0.2032, -0.1944)  -0.0485
C (2.9861, -0.7313, -0.4036)  -0.0601
C (3.4569, -0.7869, -1.6997)  -0.0750
C (2.6997, -0.3142, -2.7497)  -0.0667
C (1.4372, 0.1850, -2.5001)  -0.0239
H (-10.2946, -0.1859, 2.4440)  0.0994
H (-10.1799, 1.3426, 1.9553)  0.1100
H (-7.6469, 0.0862, 0.6427)  0.0874
H (-8.3397, 0.9574, -0.7853)  0.1446
H (-9.1382, -1.6921, -1.2743)  0.1014
H (-7.8154, -0.8848, -2.0774)  0.1155
H (-8.9635, -2.9550, 0.5698)  0.1321
H (-7.9358, -1.9630, 1.5741)  0.1351
H (-7.9728, -4.7950, 1.4881)  0.1289
H (-6.3116, -4.2841, 0.9403)  0.0918
H (-7.1653, -4.3438, 3.3607)  0.0997
H (-5.3082, -2.4650, 0.3192)  0.1401
H (-5.8599, -0.8047, 0.2455)  0.1173
H (-4.5470, -2.4955, -1.8018)  0.0675
H (-5.6768, -1.2960, -2.4524)  0.0911
H (-4.1230, 0.0326, -0.3336)  0.0688
H (-4.1692, 0.3207, -2.1292)  0.0791
H (-2.4352, 1.9276, 0.4471)  0.0897
H (-2.4054, 4.1119, 1.5104)  0.0856
H (-0.4412, 5.6078, 1.2534)  0.1102
H (1.4553, 4.8231, -0.0768)  0.1240
H (1.5163, 2.6847, -1.0989)  0.1257
H (1.3719, -0.1562, 0.8341)  0.0923
H (3.5787, -1.1069, 0.4245)  0.1073
H (4.4394, -1.2071, -1.9079)  0.1138
H (3.0434, -0.3175, -3.7800)  0.1125
H (0.8237, 0.5512, -3.3218)  0.1247
C (7.2155, -1.5949, -6.4354)  -0.0397
O (7.2952, -1.4621, -5.0133)  -0.0045
C (8.5390, -1.5104, -4.5304)  -0.6255
O (9.5418, -1.6505, -5.1776)  0.1283
O (8.4744, -1.3761, -3.2047)  -0.0014
C (9.7450, -1.4095, -2.5484)  -0.0346
H (6.1644, -1.5402, -6.7061)  0.0910
H (7.7458, -0.7828, -6.9292)  0.0980
H (7.6095, -2.5576, -6.7557)  0.0996
H (10.3752, -0.5894, -2.8886)  0.0986
H (10.2386, -2.3655, -2.7153)  0.0989
H (9.5591, -1.2914, -1.4837)  0.0897
C (-0.7252, -3.6605, 1.2971)  -0.0914
O (-0.0880, -4.9094, 1.0264)  0.0063
C (0.7409, -5.3178, 1.9917)  -0.5975
O (0.9665, -4.7320, 3.0181)  0.1094
O (1.2709, -6.4786, 1.6154)  -0.0135
C (2.1889, -7.0433, 2.5580)  -0.0180
H (-1.3644, -3.4305, 0.4483)  0.0609
H (-1.3413, -3.7264, 2.1940)  0.1024
H (0.0168, -2.8706, 1.4003)  0.0460
H (1.6900, -7.2510, 3.5032)  0.1031
H (3.0389, -6.3806, 2.7117)  0.0962
H (2.5453, -7.9787, 2.1349)  0.0979
C (-0.4871, -8.3403, -0.0939)  -0.0425
O (0.2935, -9.1052, -1.0128)  0.0119
C (0.1383, -10.4251, -0.8943)  -0.6226
O (-0.5791, -10.9828, -0.1057)  0.1235
O (0.9159, -11.0165, -1.8005)  0.0054
C (0.8511, -12.4441, -1.7882)  -0.0389
H (-0.2797, -7.2918, -0.2823)  0.0804
H (-1.5508, -8.5209, -0.2514)  0.0985
H (-0.2081, -8.5713, 0.9318)  0.0935
H (-0.1586, -12.7852, -2.0112)  0.0976
H (1.1822, -12.8358, -0.8278)  0.0982
H (1.5227, -12.8011, -2.5643)  0.0938
C (4.4318, -1.8744, -11.5865)  -0.0437
O (5.4767, -1.1672, -12.2531)  0.0069
C (6.5667, -0.9713, -11.5099)  -0.6233
O (6.7198, -1.3327, -10.3720)  0.1157
O (7.4554, -0.3071, -12.2458)  0.0082
C (8.6838, -0.0255, -11.5719)  -0.0375
H (3.6095, -1.9681, -12.2910)  0.0930
H (4.7643, -2.8707, -11.2983)  0.0975
H (4.0876, -1.3202, -10.7143)  0.0957
H (9.1843, -0.9483, -11.2832)  0.0986
H (8.5087, 0.6023, -10.6996)  0.0968
H (9.3160, 0.5135, -12.2723)  0.0940
C (8.3519, -2.6907, 2.5210)  -0.0375
O (9.4074, -1.9817, 1.8695)  -0.0044
C (10.4896, -1.7865, 2.6245)  -0.6242
O (10.6320, -2.1481, 3.7617)  0.1289
O (11.3865, -1.1194, 1.8955)  -0.0008
C (12.6072, -0.8382, 2.5828)  -0.0405
H (7.5361, -2.7837, 1.8087)  0.0906
H (8.6795, -3.6881, 2.8099)  0.0991
H (7.9957, -2.1391, 3.3893)  0.0967
H (13.1049, -1.7612, 2.8759)  0.0983
H (12.4224, -0.2118, 3.4540)  0.0980
H (13.2470, -0.2979, 1.8901)  0.0928
C (-5.6985, 4.4404, 5.9363)  -0.0247
O (-5.3658, 3.0997, 5.5571)  0.0076
C (-6.2975, 2.4898, 4.8346)  -0.6224
O (-7.3513, 2.9537, 4.4858)  0.1256
O (-5.8467, 1.2653, 4.5404)  0.0055
C (-6.7310, 0.4922, 3.7404)  -0.0635
H (-4.8661, 4.8344, 6.5128)  0.0961
H (-5.8365, 5.0646, 5.0543)  0.0955
H (-6.5919, 4.4521, 6.5583)  0.1003
H (-6.9055, 0.9778, 2.7797)  0.0742
H (-7.6749, 0.3193, 4.2544)  0.0952
H (-6.2488, -0.4687, 3.5651)  0.0871
C (-1.9156, 4.4290, 3.5379)  -0.0541
O (-1.1525, 5.5633, 3.1290)  -0.0893
C (0.0975, 5.5929, 3.6084)  -0.6240
O (0.5950, 4.7680, 4.3243)  0.1507
O (0.6855, 6.6963, 3.1499)  0.0030
C (2.0382, 6.8648, 3.5832)  -0.0262
H (-2.9031, 4.5188, 3.0885)  0.0914
H (-1.4558, 3.5067, 3.1835)  0.1003
H (-2.0268, 4.4112, 4.6207)  0.1104
H (2.6591, 6.0420, 3.2326)  0.1004
H (2.0868, 6.9439, 4.6679)  0.1010
H (2.4006, 7.7911, 3.1459)  0.0962
C (2.7800, -2.7391, 3.6577)  -0.0498
O (2.8115, -2.5976, 5.0784)  0.0227
C (4.0398, -2.6610, 5.5931)  -0.6209
O (5.0533, -2.8175, 4.9626)  0.1168
O (3.9502, -2.5200, 6.9142)  0.0082
C (5.2055, -2.5676, 7.5961)  -0.0377
H (1.7468, -2.6716, 3.3457)  0.0720
H (3.3452, -1.9350, 3.1823)  0.0948
H (3.1714, -3.7078, 3.3618)  0.0868
H (5.8541, -1.7581, 7.2651)  0.0982
H (5.6899, -3.5307, 7.4432)  0.0979
H (4.9986, -2.4419, 8.6555)  0.0934
C (-7.5537, 8.6191, 2.9347)  -0.0415
O (-6.3752, 7.8310, 3.1104)  -0.0073
C (-5.3594, 8.1811, 2.3151)  -0.6240
O (-5.3727, 9.0673, 1.5042)  0.1319
O (-4.3323, 7.3739, 2.5803)  -0.0009
C (-3.1570, 7.6286, 1.8002)  -0.0148
H (-8.2984, 8.2405, 3.6301)  0.0921
H (-7.3553, 9.6645, 3.1655)  0.0992
H (-7.9357, 8.5192, 1.9198)  0.0969
H (-2.7804, 8.6333, 1.9852)  0.1085
H (-3.3606, 7.4883, 0.7389)  0.0978
H (-2.4036, 6.9118, 2.1096)  0.0658
C (-3.5137, 9.0180, -3.7142)  -0.0374
O (-2.8530, 7.7741, -3.9564)  0.0040
C (-2.0304, 7.3926, -2.9785)  -0.6212
O (-1.8196, 7.9946, -1.9582)  0.1220
O (-1.4829, 6.2279, -3.3264)  0.0118
C (-0.5719, 5.7016, -2.3572)  -0.0395
H (-4.1480, 9.2158, -4.5742)  0.0931
H (-4.1368, 8.9560, -2.8232)  0.0970
H (-2.7898, 9.8254, -3.6171)  0.0991
H (-1.0806, 5.5136, -1.4187)  0.0728
H (0.2665, 6.3825, -2.2103)  0.1065
H (-0.1915, 4.7598, -2.7444)  0.0941

Forces on the atoms, in the same order (eV/Å):
N 0.3 0.0 0.0
C -1.0 0.2 0.1
O 1.1 -0.2 0.1
C -1.1 -0.4 0.5
C -0.3 0.5 -0.1
N -0.1 0.1 -0.3
I 0.1 -0.1 -0.1
C -0.5 -0.6 0.6
C 0.0 0.2 1.3
O -0.1 0.2 -0.2
C 1.5 0.2 -0.4
C -0.2 0.0 0.7
C -0.1 -0.5 -0.8
S 0.4 -0.1 -0.1
C -0.6 -0.1 -0.2
S -0.2 0.4 0.0
N -0.1 -0.2 1.5
C 0.5 0.2 -0.1
C -1.0 -0.8 0.0
C -0.3 0.8 -0.2
C 0.6 0.2 -0.6
C 0.6 0.7 0.3
C 0.5 -0.1 -0.4
C 0.3 -0.3 -1.1
C -0.5 0.1 1.7
C -0.1 0.0 -0.3
C 1.1 -0.4 -0.4
C -0.2 0.1 -0.3
C -0.6 0.4 -0.7
H -0.1 0.0 -0.3
H 0.2 0.0 0.0
H 0.1 0.2 -0.4
H 0.3 -0.1 0.1
H 0.1 0.3 0.1
H 0.3 -0.3 0.3
H 0.3 0.1 -0.2
H 0.4 0.1 -0.4
H 0.3 0.0 -0.6
H -0.4 -0.1 -0.3
H 0.1 0.0 0.0
H -0.5 0.0 0.1
H -0.7 -0.3 0.1
H 0.0 0.3 -0.2
H 0.1 0.0 0.2
H 0.2 0.0 -0.2
H 0.1 0.3 0.5
H 0.2 0.0 -0.1
H 0.2 -0.5 -1.0
H -0.1 -0.4 -0.6
H -0.1 -0.1 0.0
H -0.2 -0.3 0.1
H 0.0 0.1 -0.2
H -0.1 0.1 -0.1
H -0.1 0.1 0.1
H 0.2 -0.2 0.2
H 0.1 -0.1 0.1
C -0.1 0.0 -0.3
O 0.0 0.0 0.0
C -0.1 0.0 0.1
O 0.0 0.0 0.0
O -0.1 0.0 0.0
C 0.2 0.0 0.3
H 0.0 0.0 0.2
H 0.1 -0.1 0.0
H 0.1 0.1 0.0
H 0.0 -0.1 -0.1
H 0.0 0.1 -0.1
H -0.2 0.0 -0.1
C -0.2 0.0 -0.1
O -0.1 0.0 0.0
C 0.0 -0.2 0.0
O -0.3 -0.3 -0.1
O 0.0 0.1 0.1
C 0.2 -0.2 0.1
H 0.1 -0.2 -0.1
H 0.1 0.1 0.1
H 0.0 -0.1 0.1
H 0.0 0.1 0.0
H -0.1 0.1 0.1
H -0.1 0.1 -0.2
C -0.2 0.2 0.0
O 0.0 0.0 0.0
C 0.1 0.0 -0.1
O 0.0 0.0 0.0
O 0.0 0.0 0.0
C 0.1 -0.3 -0.1
H 0.2 -0.1 -0.1
H 0.0 -0.2 0.1
H -0.1 -0.1 0.0
H 0.0 0.0 0.1
H -0.1 0.0 0.0
H 0.0 0.2 0.0
C -0.3 -0.1 0.0
O 0.0 0.0 0.0
C 0.0 0.0 -0.1
O 0.0 0.0 0.1
O 0.0 0.0 0.0
C 0.3 0.1 0.0
H 0.1 0.1 -0.1
H 0.0 0.1 0.1
H 0.1 -0.1 0.1
H -0.1 0.0 0.1
H 0.0 -0.1 0.1
H -0.2 0.0 -0.1
C -0.3 -0.1 0.1
O 0.0 0.0 -0.1
C 0.0 0.0 -0.1
O 0.0 0.0 0.0
O 0.0 0.0 -0.1
C 0.3 0.1 0.0
H 0.1 0.1 -0.1
H 0.1 0.1 0.1
H 0.1 -0.1 0.1
H -0.1 0.0 0.1
H 0.0 -0.1 0.1
H -0.2 0.0 -0.1
C 0.0 0.4 0.1
O 0.0 0.0 0.0
C 0.2 0.2 0.0
O 0.0 -0.1 0.0
O 0.1 -0.2 0.0
C 0.0 -0.3 -0.1
H 0.1 -0.2 0.0
H -0.1 -0.1 0.0
H -0.1 0.0 -0.1
H -0.2 0.1 0.1
H -0.1 0.2 -0.1
H 0.1 0.0 0.2
C -0.2 -0.2 1.0
O -0.3 0.1 1.0
C 0.1 0.0 0.3
O -0.1 0.0 -0.1
O -0.1 0.0 -0.1
C 0.4 0.1 0.0
H 0.1 0.3 0.3
H 0.0 0.1 0.4
H 0.1 0.0 0.0
H -0.1 -0.1 0.1
H 0.0 -0.1 0.0
H -0.2 0.0 -0.1
C 0.1 0.4 -0.3
O 0.0 0.0 0.0
C -0.1 0.0 0.0
O 0.1 0.0 0.0
O 0.0 0.0 0.0
C 0.2 0.0 0.2
H -0.1 0.0 0.3
H 0.2 -0.1 0.1
H 0.1 0.1 0.0
H 0.0 -0.1 -0.1
H 0.0 0.1 -0.1
H -0.2 0.0 -0.1
C -0.3 0.1 0.1
O 0.0 -0.1 0.0
C 0.1 0.0 0.1
O 0.0 0.0 0.0
O 0.0 -0.1 0.1
C 0.3 0.0 -0.3
H 0.1 -0.1 0.1
H 0.0 0.0 -0.1
H 0.1 0.1 0.0
H -0.1 0.0 -0.1
H -0.1 0.2 0.0
H -0.2 0.1 0.1
C -0.2 0.3 0.0
O 0.0 -0.1 0.0
C 0.0 0.0 -0.1
O 0.0 0.0 0.1
O 0.0 0.0 -0.1
C 0.1 -0.1 -0.1
H 0.1 -0.2 -0.1
H 0.1 0.0 0.1
H 0.0 0.0 0.1
H 0.0 0.1 0.0
H -0.1 0.1 0.1
H -0.2 0.0 -0.2

2.
The following is a quantum chemistry calculation of a structure of composition CHBeF3MgNO3S2, from OMol25.

The calculation puts the HOMO energy (spin up / spin down) at -11.50 / -12.31 eV. The value obtained for the lowest unoccupied orbital energy (spin up / spin down) is -5.83 / -5.95 eV. The largest force on an atom is 4.622 eV/A. The charge is +1. The calculation puts the energy above the lowest of the compared OMol25 structures with the same formula, charge and spin at 305.5 kJ/mol.

Each line ends with the Löwdin charge.
Cartesian coordinates (Å):
Be (-0.2463, 2.1877, 0.2918)  0.6209
N (-1.5426, -0.3261, 0.0194)  -0.4792
S (-1.9842, 0.4974, 1.5024)  0.8453
O (-1.9022, 2.0684, 1.1200)  -0.6313
S (-0.0500, -0.2611, -0.2973)  0.6311
O (0.5763, 1.1739, -0.4415)  -0.4663
O (0.3724, -0.8843, -1.5930)  -0.4633
C (1.1129, -1.0440, 1.0099)  -0.6897
F (1.4711, -0.1409, 1.8922)  0.1774
F (0.4608, -2.0219, 1.5900)  0.2001
F (2.1755, -1.5056, 0.3901)  0.1889
Mg (1.2221, 0.7460, -2.4549)  0.9158
H (-1.6657, -0.4895, -3.0292)  0.1502

Forces on the atoms, in the same order (eV/Å):
Be -4.1 0.1 2.2
N 1.5 0.5 -0.7
S 0.2 -0.4 0.4
O 3.9 0.7 -2.2
S -1.7 -3.8 -0.7
O 0.3 1.5 0.6
O -0.4 1.0 1.7
C 0.0 -0.3 0.2
F 0.0 0.5 0.2
F -0.1 0.1 -0.2
F 0.1 0.1 -0.2
Mg 0.4 0.0 -1.2
H 0.0 0.1 -0.1

3.
The following is a quantum chemistry calculation of a structure of composition C13H33CrN4O7, from OMol25.

Its multiplicity is 4. The calculation puts the HOMO energy (spin up / spin down) at -8.77 / -8.77 eV. The value obtained for the lowest unoccupied orbital energy (spin up / spin down) is -0.65 / 0.21 eV. The largest force on an atom is 3.220 eV/A. The calculation puts the energy above the lowest of the compared OMol25 structures with the same formula, charge and spin at 0.0 kJ/mol.

Each line ends with the Löwdin charge.
Cartesian coordinates (Å):
Cr (15.2008, -1.2388, -18.2917)  1.0717
O (15.2663, -3.1264, -18.4934)  -0.3796
H (15.3065, -3.1746, -19.4584)  -0.0437
O (14.6664, 0.4800, -17.8288)  -0.3953
H (13.9035, 1.0588, -17.8403)  -0.0174
C (17.3115, -0.8092, -20.5944)  -0.2483
O (16.1429, -0.7298, -19.8755)  -0.3962
H (17.8963, -1.7259, -20.4010)  0.0750
H (17.1113, -0.7805, -21.6763)  0.0694
H (17.9651, 0.0544, -20.3806)  0.0673
C (18.1462, -1.9105, -17.5062)  -0.2615
O (16.9826, -1.5557, -17.3201)  -0.0818
N (19.1588, -1.0572, -17.5157)  -0.1568
C (18.9869, 0.3891, -17.3895)  -0.0015
C (20.5280, -1.5138, -17.5961)  -0.0447
H (18.4214, -2.9571, -17.6693)  0.1634
H (17.9336, 0.6475, -17.3453)  0.0942
H (19.4348, 0.8469, -18.2730)  0.0945
H (19.5003, 0.7326, -16.4931)  0.0988
H (21.2154, -0.9350, -16.9782)  0.0937
H (20.6607, -2.5348, -17.2402)  0.0935
H (20.8866, -1.4284, -18.6254)  0.0973
C (14.5539, -3.2403, -24.7404)  -0.3280
O (14.0010, -2.2361, -24.3554)  0.0098
N (15.3729, -4.0103, -23.9917)  -0.1916
C (15.9870, -5.1757, -24.5951)  -0.0638
C (15.8176, -3.5860, -22.6712)  -0.0312
H (14.4538, -3.6284, -25.7682)  0.1385
H (15.4071, -6.0920, -24.4741)  0.0886
H (16.9349, -5.3805, -24.0896)  0.0847
H (16.2651, -4.9654, -25.6265)  0.0864
H (15.4794, -2.5713, -22.4622)  0.0651
H (15.3964, -4.2861, -21.9528)  0.0988
H (16.8997, -3.4387, -22.6898)  0.0931
C (11.9259, 0.1556, -23.5992)  -0.3405
O (10.8488, 0.5458, -23.9941)  0.0103
N (12.9433, 0.9462, -23.1749)  -0.1798
C (14.2324, 0.3828, -22.8394)  -0.0745
C (12.9133, 2.3786, -23.4019)  -0.0423
H (12.2127, -0.9059, -23.5448)  0.1184
H (14.8100, 1.1466, -22.3138)  0.0504
H (14.8444, 0.1977, -23.7291)  0.0898
H (14.2758, -0.4669, -22.1643)  0.0764
H (13.2908, 2.9236, -22.5385)  0.0675
H (13.5162, 2.5963, -24.2884)  0.0969
H (11.8788, 2.6712, -23.5620)  0.0845
C (17.7176, 4.5398, -19.9872)  -0.3515
O (18.1964, 5.5812, -19.5726)  0.0000
N (16.5413, 4.4225, -20.6284)  -0.1909
C (16.0303, 3.1064, -20.9655)  -0.0560
C (15.7578, 5.6104, -20.9012)  -0.0375
H (18.3118, 3.6139, -19.9116)  0.1314
H (16.2925, 2.7870, -21.9793)  0.0879
H (14.9424, 3.0668, -20.9133)  0.0741
H (16.4418, 2.4181, -20.2288)  0.0815
H (15.5046, 5.7153, -21.9613)  0.0895
H (14.7686, 5.4549, -20.4496)  0.0902
H (16.2700, 6.4774, -20.5070)  0.0818

Forces on the atoms, in the same order (eV/Å):
Cr 3.1 -0.2 -1.0
O -0.7 1.0 -0.5
H 0.0 -0.5 0.0
O -0.4 -0.3 0.3
H 0.1 -0.1 0.0
C 0.3 -0.1 0.2
O -1.6 -0.2 0.6
H 0.0 0.0 0.0
H -0.1 0.0 0.1
H 0.1 -0.1 0.0
C 0.0 0.3 -0.1
O -0.8 0.6 0.3
N 0.3 0.1 0.6
C -0.1 -0.3 -0.3
C 0.7 -0.3 -0.4
H -0.1 -0.1 0.1
H 0.0 -0.1 0.0
H 0.0 0.1 0.1
H 0.0 0.1 0.0
H -0.4 0.3 0.1
H -0.4 -0.1 -0.2
H 0.1 -0.1 0.0
C 0.2 -0.2 0.1
O -0.2 0.3 0.0
N 0.2 0.2 -0.3
C 0.8 -0.1 0.5
C -0.3 0.5 -0.6
H -0.1 0.0 0.0
H -0.2 0.1 -0.3
H 0.0 0.2 0.0
H -0.3 -0.2 -0.2
H -0.6 -0.2 -0.1
H 0.6 0.1 0.5
H 0.1 -0.8 0.3
C 0.4 -0.3 0.2
O -0.2 0.1 -0.1
N 0.0 0.0 0.4
C 1.2 0.8 -0.1
C -0.3 -0.4 -0.1
H -0.2 0.0 0.0
H -0.3 0.1 0.2
H -0.2 -0.4 -0.1
H -0.6 -0.2 -0.2
H 0.1 0.0 0.0
H 0.0 0.3 0.0
H 0.0 0.0 -0.2
C 0.7 0.6 0.0
O -0.1 0.0 0.0
N 0.0 0.0 -0.2
C 0.2 0.1 0.0
C -1.0 -0.7 -0.1
H -0.4 -0.3 0.1
H 0.2 0.1 0.0
H 0.0 0.2 0.3
H -0.2 -0.3 -0.2
H 0.6 0.0 -0.1
H 0.2 0.4 0.3
H -0.1 0.1 0.0